Below is a molecular structure, C6H9NO2 in a non-equilibrium geometry, with properties calculated with wB97M-V/def2-TZVPD.

CARTESIAN COORDINATES (ANGSTROEM)
C1 -0.744739 1.316376 1.940205
C2 -0.511174 0.250062 0.860704
C3 -0.524575 0.923584 -0.452276
C4 -1.120302 0.024116 -1.589631
C5 0.841864 0.218709 -0.652243
C6 1.397151 -1.333249 1.349576
H1 -0.217430 0.905196 2.827156
H2 -1.867063 1.673768 2.387181
H3 0.009844 2.078306 1.650248
H4 -1.256149 -0.450995 1.020874
H5 -0.381886 2.091756 -0.550834
H6 -0.552242 0.095485 -2.619534
H7 0.341021 -2.080002 1.540499
H8 1.920727 -0.949826 2.302346
H9 2.189454 -1.905724 0.799497
N1 0.819303 -0.148548 0.674318
O1 -1.863678 -0.886626 -1.288964
O2 1.619834 -0.215342 -1.562993

Cartesian forces, eV/Å:
C 0.3 0.3 2.6
C -2.4 3.9 2.0
C 1.0 1.0 -4.5
C -0.3 -0.2 -0.2
C 4.1 -2.4 -1.3
C -1.8 -0.9 1.2
H -0.6 0.1 0.0
H 3.2 -1.0 -2.0
H -1.2 0.6 0.4
H -1.0 -2.2 -0.3
H -0.9 -2.5 0.1
H -1.4 0.1 1.5
H 3.6 2.0 -0.1
H -1.2 -1.0 -1.1
H -1.1 0.8 0.0
N 2.2 -1.9 -0.2
O 0.6 1.0 -0.9
O -2.9 2.3 3.0

Output
LUMO (hartree): 0.022
E (eV): -11949.384

Below is C6H9NO2 in the gas phase in a non-equilibrium geometry, with properties calculated with wB97M-V/def2-TZVPD.

CARTESIAN COORDINATES (ANGSTROEM)
C1 0.774802 1.786545 1.809686
C2 0.023678 0.713808 1.048318
C3 -1.252732 0.702020 1.041755
C4 0.778477 -0.650069 0.708693
C5 0.604247 -1.285539 -0.498755
C6 -0.144707 -1.559975 -2.713917
H1 0.155620 2.637281 1.884686
H2 1.185739 1.491213 2.893334
H3 1.724484 2.019437 1.300883
H4 -1.727063 1.415070 1.629422
H5 -1.853562 -0.196365 0.797517
H6 1.265471 -1.408554 1.582301
H7 0.923908 -2.358536 -0.850014
H8 -1.242423 0.628682 -0.898597
H9 -0.834246 -1.294323 -3.666537
N1 0.002695 -0.605949 -1.642151
O1 -0.647042 0.642709 -1.672143
O2 0.262652 -2.677455 -2.754483

Cartesian forces, eV/Å:
C 2.3 -1.5 1.0
C 5.3 -2.9 1.7
C -3.4 -1.8 0.1
C -0.2 -1.9 0.0
C 0.2 1.5 0.5
C -3.2 2.5 -2.1
H -0.5 1.1 0.2
H -1.4 0.2 -2.2
H -0.5 0.2 -0.1
H -1.2 1.6 0.4
H 0.5 0.6 -0.1
H -1.4 2.8 -2.3
H -0.6 2.4 1.1
H 0.1 0.1 -0.2
H 1.4 0.7 2.3
N 0.7 -3.3 -0.8
O 0.8 -1.3 -0.4
O 1.2 -0.9 0.8

Output
LUMO (hartree): 0.026
SMILES: C=C(C)/C=C\N(O)C=O
E (eV): -11947.998

Below is C6H9NO2 in the gas phase in a non-equilibrium geometry, with properties calculated with wB97M-V/def2-TZVPD.

CARTESIAN COORDINATES (ANGSTROEM)
C1 1.121290 0.672167 -0.132059
C2 1.137784 -0.728444 0.528995
C3 -0.253555 -1.112885 0.705069
C4 -1.073249 -0.323888 -0.033608
C5 -0.270790 0.653108 -0.870397
C6 -2.535015 -0.306518 0.089403
H1 3.103343 0.904330 -0.572888
H2 2.117909 1.754338 -1.564380
H3 1.088468 1.418715 0.664367
H4 1.679058 -0.642381 1.484875
H5 1.764710 -1.348940 -0.097106
H6 -0.565282 -1.981969 1.273299
H7 -0.698687 1.666842 -0.944119
H8 -0.247933 0.216545 -1.841227
H9 -2.252635 -1.127150 1.793310
N1 2.220163 0.912826 -1.069706
O1 -3.003159 -0.855241 1.261864
O2 -3.332421 0.228545 -0.675693

Cartesian forces, eV/Å:
C -1.2 -0.4 -1.1
C 2.3 1.2 0.5
C -1.6 0.3 -1.1
C 1.0 -0.1 1.0
C 0.0 0.7 1.4
C -2.3 0.9 -0.4
H 0.0 0.2 -0.2
H -0.1 1.3 -0.6
H -0.2 0.1 0.1
H -0.2 -0.3 -0.1
H -0.1 -0.7 -0.3
H 0.0 0.1 0.1
H -0.1 -0.5 0.0
H 0.5 -0.1 -1.1
H 0.1 0.0 0.2
N 0.0 -1.9 1.2
O -0.2 0.2 -1.0
O 1.8 -1.1 1.2

Output
LUMO (hartree): 0.013
SMILES: N[C@@H]1CC=C(C(=O)O)C1
E (eV): -11952.619

Below is C6H9NO2 in the gas phase in a non-equilibrium geometry, with properties calculated with wB97M-V/def2-TZVPD.

CARTESIAN COORDINATES (ANGSTROEM)
C1 2.269167 -1.199575 -0.183658
C2 0.907651 -0.804884 0.320511
C3 0.221957 0.572896 0.365943
C4 0.563442 1.852061 -0.279228
C5 -1.746217 -1.042083 -0.038326
C6 -2.918278 0.023919 0.137091
H1 2.710810 -0.331542 -1.020181
H2 3.055506 -1.725444 0.489382
H3 1.952854 -2.114762 -0.860844
H4 0.748168 -1.287621 1.449595
H5 -0.204311 1.055843 1.305044
H6 0.614362 1.766719 -1.420400
H7 1.271256 2.354478 0.150430
H8 -0.242733 2.719869 -0.020219
H9 -4.018205 -0.428821 0.397703
N1 -0.357740 -0.502759 -0.329895
O1 -2.336369 -2.144923 -0.275087
O2 -2.491318 1.236629 -0.187862

Cartesian forces, eV/Å:
C 0.3 -1.0 -4.7
C -0.5 0.5 5.9
C 0.0 1.4 2.4
C -5.5 0.2 -4.7
C -2.4 -1.7 -1.5
C 3.7 5.3 -1.4
H -1.0 -2.6 2.7
H -1.6 1.8 -0.7
H 1.0 1.6 0.8
H 0.3 1.0 -3.0
H 0.1 -2.3 -0.3
H 0.3 0.4 1.6
H 5.3 2.1 2.1
H 0.9 -2.4 -1.0
H 2.6 1.4 -0.7
N -3.5 -2.4 -0.4
O 3.9 3.0 0.8
O -3.9 -6.2 2.0

Output
LUMO (hartree): -0.024
SMILES: C[C@@H]1[C@H](C)N1C(=O)C=O
E (eV): -11946.926

Below is C6H9NO2S in the gas phase in a non-equilibrium geometry, with properties calculated with wB97M-V/def2-TZVPD.

CARTESIAN COORDINATES (ANGSTROEM)
C1 1.603789 2.064687 0.571877
C2 0.891823 2.372496 -0.750739
C3 1.083342 1.261275 -1.766675
C4 0.089200 0.059568 -1.625123
C5 -0.005667 -0.549654 -0.237400
C6 -1.862964 -1.921853 0.334557
H1 3.405046 2.001496 -0.437687
H2 -0.153456 2.498233 -0.550881
H3 1.375357 3.324652 -1.240109
H4 0.972161 1.649963 -2.791857
H5 2.148307 0.890973 -1.917129
H6 -0.950654 0.531902 -1.907272
H7 0.392633 -0.756995 -2.283113
H8 0.788581 -1.113393 0.070200
H9 -0.105480 0.332637 0.511454
N1 -1.280082 -1.264967 -0.473836
O1 2.881906 1.897125 0.486085
O2 1.107664 2.073636 1.723565
S1 -2.601602 -3.249370 1.064191

Cartesian forces, eV/Å:
C -2.6 1.5 2.5
C 1.7 0.7 -0.5
C 0.8 -1.5 -1.7
C 0.5 2.4 -0.6
C -3.3 4.3 -1.1
C -1.8 -4.5 0.8
H -2.5 -0.3 2.9
H -0.5 0.4 0.0
H -1.1 -1.5 1.3
H -0.5 0.2 0.4
H -0.9 0.3 1.0
H 1.9 -1.4 0.5
H -0.4 0.3 -0.4
H 1.9 -2.0 0.6
H -0.3 -1.8 -0.9
N 0.5 0.1 2.4
O 4.6 -0.3 -2.5
O 0.8 -0.3 -3.6
S 1.3 3.2 -1.1

Output
LUMO (hartree): 0.003
SMILES: O=C(O)CCCCN=C=S
E (eV): -22786.334

Below is a molecular structure, C6H9NO3 in a non-equilibrium geometry, with properties calculated with wB97M-V/def2-TZVPD.

CARTESIAN COORDINATES (ANGSTROEM)
C1 0.999837 0.771896 1.858485
C2 -0.253889 0.044906 1.389698
C3 -0.345376 -0.114456 -0.117790
C4 -1.713471 -0.536639 -0.691870
C5 -1.715951 0.857273 -1.277605
O1 -2.433966 1.557192 -1.919433
O2 -0.477304 1.181038 -0.806715
C6 0.840049 -0.851823 -0.668149
N1 1.198535 -2.034490 -0.753438
H1 1.895620 0.144645 1.744855
H2 1.156260 1.702359 1.295503
H3 0.906478 1.030721 2.920967
H4 -0.299228 -0.966347 1.819379
H5 -1.156472 0.581540 1.716216
H6 -1.698407 -1.336319 -1.440558
H7 -2.495737 -0.718986 0.053783
O3 1.949836 -0.163213 -1.670461
H8 1.501039 0.658661 -1.917623
H9 2.142147 -1.807957 -1.535245

Cartesian forces, eV/Å:
C 0.2 0.1 0.1
C -0.3 -0.1 0.1
C 0.4 0.2 0.1
C -0.1 -0.4 0.1
C -0.7 0.5 -0.6
O 0.3 -0.5 0.4
O 0.4 0.0 0.3
C 3.6 -0.1 -3.7
N 1.9 -0.3 -1.2
H -0.2 0.2 0.0
H -0.1 -0.2 0.1
H 0.0 -0.1 -0.3
H 0.0 0.2 -0.1
H 0.2 -0.1 -0.1
H 0.0 0.2 0.2
H 0.2 0.0 -0.2
O -3.5 1.6 2.4
H 0.6 0.4 -0.5
H -3.2 -1.8 2.9

Output
LUMO (hartree): 0.024
E (eV): -13998.005

Below is C6H9NO6S in the gas phase in a non-equilibrium geometry, with properties calculated with wB97M-V/def2-TZVPD.

CARTESIAN COORDINATES (ANGSTROEM)
C1 2.613427 -1.185434 0.154145
C2 1.713609 -0.456630 -0.840485
O1 2.006647 -0.457279 -1.965167
N1 0.479418 0.233301 -0.462100
C3 0.717962 1.423043 0.341325
C4 0.452800 2.755454 -0.367346
O2 1.077522 1.398662 1.455724
C5 -0.504407 -0.646693 0.117826
C6 -1.574667 -0.010378 1.023742
O3 -2.609279 -1.028153 1.019008
S1 -2.753560 -1.572820 -0.500515
O4 -3.874856 -0.997267 -1.127145
O5 -2.672145 -2.975673 -0.640754
O6 -1.315557 -1.028525 -1.026678
H1 2.069815 -1.745080 0.922941
H2 3.362544 -0.508390 0.581728
H3 3.182279 -1.915882 -0.431658
H4 0.016698 2.537847 -1.352073
H5 -0.293631 3.349386 0.168853
H6 1.385814 3.294326 -0.559238
H7 -0.170382 -1.513119 0.708324
H8 -1.347439 0.085557 2.089373
H9 -1.962610 0.963747 0.690173

Cartesian forces, eV/Å:
C -0.1 -0.4 0.0
C 0.0 -0.5 2.2
O 0.7 0.3 -3.2
N 0.0 -0.4 1.5
C -0.7 1.6 -2.3
C -0.5 -0.9 -1.2
O 0.7 -0.6 2.5
C -0.9 1.1 0.0
C -0.2 0.1 1.0
O 0.2 -0.1 -1.2
S 0.6 -1.0 -0.7
O -0.2 1.5 -0.2
O 0.2 -0.9 1.2
O -0.9 -0.1 0.8
H 0.2 0.5 0.1
H -0.5 0.0 0.2
H -0.2 0.2 0.0
H 0.2 0.1 0.2
H 0.5 0.0 0.3
H -0.2 0.0 0.4
H 0.4 -0.1 -0.8
H 0.5 0.0 -0.3
H 0.1 -0.4 -0.3

Output
LUMO (hartree): 0.008
SMILES: CC(=O)N(C(C)=O)[C@H]1COS(=O)(=O)O1
E (eV): -30976.189

Below is C6H9NOS in the gas phase in a non-equilibrium geometry, with properties calculated with wB97M-V/def2-TZVPD.

CARTESIAN COORDINATES (ANGSTROEM)
C1 0.316720 0.555478 0.219735
C2 0.646425 -0.786607 0.023698
C3 -1.765021 -0.381410 -0.268476
C4 1.173937 1.670981 0.630798
C5 1.937602 -1.577819 -0.078609
C6 -3.244942 -0.299659 -0.351267
N1 -1.086876 0.708975 0.113245
O1 -1.725491 1.771300 0.469575
S1 -0.740210 -1.773837 -0.409462
H1 2.199326 1.495844 0.432805
H2 0.735329 2.639292 0.391732
H3 1.104649 1.895990 1.780289
H4 1.812605 -2.380511 -0.812020
H5 2.869050 -0.922679 -0.374546
H6 2.207399 -1.922592 0.936507
H7 -3.728013 -0.740756 0.573344
H8 -3.481939 0.734291 -0.551334
H9 -3.766357 -1.026476 -1.066452

Cartesian forces, eV/Å:
C -0.2 -2.9 -0.1
C -0.2 0.7 -0.9
C 0.5 -0.3 0.1
C -1.4 1.3 3.2
C 1.7 2.1 0.5
C -1.2 -2.5 0.1
N -0.7 -0.6 0.2
O 0.8 0.4 -0.2
S -0.1 1.8 0.3
H 0.9 0.2 -0.6
H 0.3 -0.1 -1.2
H 0.2 -1.2 -1.6
H 0.3 0.1 0.4
H -1.9 -1.1 0.3
H -0.1 -0.4 -0.6
H 0.6 1.3 -0.3
H -0.5 0.1 0.2
H 1.3 1.2 0.2

Output
LUMO (alpha / beta) (hartree): 0.023 / 0.023
E (eV): -20738.271

Below is 2 unconnected molecules or ions with the total composition C6H9NOSe in a non-equilibrium geometry, with properties calculated with wB97M-V/def2-TZVPD.

CARTESIAN COORDINATES (ANGSTROEM)
C1 2.477193 1.845074 -2.414742
C2 -1.577611 -0.291790 1.609955
C3 -0.498334 -1.411116 1.326704
C4 -1.005808 1.046482 1.167572
C5 -0.467576 -1.658578 -0.131452
C6 -0.487546 1.235817 -0.047886
N1 3.442296 1.166543 -2.614478
O1 1.663489 2.660534 -2.285804
Se1 0.352113 -0.131870 -1.073877
H1 -2.531516 -0.348000 0.931548
H2 -1.842646 -0.172852 2.669767
H3 0.408351 -1.176401 1.672616
H4 -0.731523 -2.460945 1.868806
H5 -1.295118 1.816726 1.822356
H6 3.593451 0.223342 -2.955614
H7 0.059939 -2.603834 -0.370895
H8 -1.365280 -1.864626 -0.794313
H9 -0.193874 2.125492 -0.380262

Cartesian forces, eV/Å:
C 0.4 0.0 -0.8
C 0.2 0.2 -0.8
C -6.1 -2.9 0.5
C -0.8 -1.3 -1.3
C 0.2 -1.4 -2.9
C 0.0 -3.3 2.2
N 0.7 -0.8 0.0
O -0.7 0.3 0.5
Se -0.3 -0.4 -0.2
H 1.6 -0.7 1.6
H -0.1 -0.5 -0.4
H 3.5 1.3 1.3
H 0.1 2.3 -1.0
H -0.1 1.4 0.3
H -0.4 0.6 0.3
H 0.6 0.8 0.1
H 0.2 0.6 1.8
H 1.1 3.7 -1.3

Output
LUMO (hartree): 0.021
SMILES: C1=C[Se]CCC1.N=C=O
E (eV): -75249.703

Below is C6H9NS in the gas phase in a non-equilibrium geometry, with properties calculated with wB97M-V/def2-TZVPD.

CARTESIAN COORDINATES (ANGSTROEM)
C1 -0.849583 0.883234 0.251068
C2 0.225401 0.308871 1.208000
C3 1.439276 -0.491062 0.649358
C4 1.463074 -1.168607 -0.656285
C5 -1.620591 -0.237758 -0.331579
C6 -2.431474 -1.136742 -0.483516
H1 0.320404 1.334356 -1.443435
H2 -1.014727 2.319827 -1.274951
H3 -1.596920 1.384987 0.918704
H4 0.720387 1.178547 1.770913
H5 -0.227652 -0.330652 2.034276
H6 1.881477 -1.107392 1.397428
H7 0.666263 -0.859738 -1.399645
H8 1.840616 -2.207462 -0.739399
H9 -3.143092 -1.912531 -0.721370
N1 -0.309590 1.812094 -0.748765
S1 2.636725 0.230031 -0.430795

Cartesian forces, eV/Å:
C -0.1 -0.4 0.0
C 1.5 0.6 1.5
C -1.9 0.1 0.4
C -0.8 0.4 -1.5
C -1.7 -1.5 0.5
C 0.9 0.9 -0.3
H -0.9 0.7 1.2
H -0.1 -0.3 0.3
H 0.7 0.0 -0.7
H -0.9 -1.0 -0.8
H 0.2 0.7 -1.3
H 0.3 -0.2 0.7
H 1.0 -0.8 1.0
H -0.2 0.9 0.0
H 0.4 0.4 0.1
N 1.0 -0.4 -0.5
S 0.6 -0.2 -0.6

Output
LUMO (hartree): 0.033
SMILES: C#C[C@H](N)C[C@H]1CS1
E (eV): -18690.271

Below is a molecular structure, C6H9NS in a non-equilibrium geometry, with properties calculated with wB97M-V/def2-TZVPD.

CARTESIAN COORDINATES (ANGSTROEM)
C1 0.582454 1.233467 -0.112505
C2 0.183816 0.223390 0.975981
C3 1.193970 -0.692119 0.229375
C4 0.621198 -0.010113 -0.959434
C5 -1.265456 -1.552624 -0.295686
C6 -1.110567 -0.322974 0.517383
H1 -0.119614 3.382993 0.794220
H2 1.557496 1.576849 0.043305
H3 0.371892 0.225026 2.053972
H4 2.291423 -0.589719 0.102855
H5 1.017208 -1.793365 0.341454
H6 1.111744 -0.074867 -2.011180
H7 -2.330559 -1.716080 -0.639743
H8 -0.653441 -2.362784 -0.248701
H9 -2.053511 0.128770 0.696019
N1 -0.878944 -0.359429 -1.049615
S1 -0.519108 2.703578 -0.437699

Cartesian forces, eV/Å:
C -1.5 1.5 0.5
C 2.2 -1.3 1.6
C 0.7 -2.5 -0.4
C -1.5 -0.8 -4.1
C -2.7 2.1 -1.2
C -1.1 -0.4 -2.6
H -0.6 -1.1 -2.0
H 1.5 0.8 0.3
H -0.4 1.0 -0.1
H -0.5 0.6 1.3
H 0.2 0.9 -0.2
H -0.8 0.3 1.9
H 1.3 -0.4 0.9
H 1.5 -2.2 0.2
H -0.3 0.8 0.8
N 1.2 0.5 1.4
S 1.0 0.2 1.9

Output
LUMO (hartree): 0.032
E (eV): -18689.421

Below is C6H9NS in the gas phase in a non-equilibrium geometry, with properties calculated with wB97M-V/def2-TZVPD.

CARTESIAN COORDINATES (ANGSTROEM)
C1 -1.051151 -0.327998 0.088862
C2 -0.196158 0.488428 0.994120
C3 0.893395 0.851399 -0.018120
C4 2.385280 0.773102 -0.524135
C5 1.197269 -0.390187 -0.681508
C6 -0.082458 -0.687011 -1.228769
H1 -4.115858 -1.538635 1.229518
H2 0.093445 -0.188833 1.791466
H3 -0.504923 1.303405 1.601301
H4 0.331695 1.610820 -0.702575
H5 3.077955 0.314628 0.285288
H6 2.708823 1.486868 -1.155997
H7 1.421773 -1.051840 0.145193
H8 -0.489791 0.116909 -1.915549
H9 -0.284417 -1.610086 -1.662272
N1 -2.249311 -0.674604 0.167813
S1 -3.135568 -0.476365 1.585364

Cartesian forces, eV/Å:
C 0.6 -0.1 -1.8
C 1.9 -0.1 1.1
C 0.2 3.3 -0.2
C -3.0 -4.9 5.2
C 3.1 1.3 0.5
C -4.0 2.2 -0.8
H 1.7 2.0 0.7
H 0.8 -0.5 0.2
H -1.4 1.0 -0.2
H 1.2 -1.3 0.8
H -0.8 1.1 -1.9
H 0.9 2.0 -2.2
H 0.4 -0.6 -0.3
H 0.8 -1.0 0.2
H -0.5 -1.8 -0.5
N -0.1 -1.1 -0.3
S -1.9 -1.6 -0.5

Output
LUMO (hartree): 0.032
SMILES: SN=C1C[C@H]2C[C@@H]2C1
E (eV): -18687.919